1.
The following is a quantum chemistry calculation of C27H30BrN5O4SiW as an isolated structure in a non-equilibrium geometry, from the Open Molecules 2025 dataset.

The geometry in ORCA input format:
```
! wB97M-V def2-TZVPD RIJCOSX def2/J DEFGRID3
* xyz 2 1
C 0.573 -1.724 2.725
C 0.965 3.984 -0.256
H 1.594 -4.271 -2.678
H -1.324 2.969 1.446
N -1.303 -2.132 1.344
H 1.171 -2.028 -3.872
C -0.463 2.609 2.014
H -0.686 0.609 -4.519
H 0.588 1.547 -3.773
O 0.004 -2.235 -0.790
H 3.110 -3.629 1.521
W -0.031 -0.560 0.197
C -4.825 3.099 0.497
C -0.610 -2.597 2.401
C 2.550 2.712 2.149
H -0.707 1.645 2.459
C -4.881 4.180 -0.373
C 2.723 -3.348 0.541
Si 1.100 2.633 0.998
H -5.666 4.916 -0.268
O -1.616 0.404 0.205
O 1.512 -2.039 3.377
H 0.635 -4.599 -1.214
H 5.176 -2.210 0.341
C 4.669 -0.145 -0.027
C 0.743 -1.680 -2.943
N -1.086 1.188 -1.854
C 2.360 0.314 0.014
H 5.699 0.179 -0.097
N 1.180 1.034 0.092
C -2.864 2.308 -0.644
H -3.670 -4.485 1.174
H -2.186 3.487 -2.308
C -2.924 3.389 -1.523
N -0.329 0.048 -1.771
N 2.085 -1.006 0.110
C 4.380 -1.491 0.203
C -2.793 -3.968 1.535
C -3.931 4.324 -1.380
H 1.932 4.267 -0.680
C 0.492 -2.596 -1.958
H 2.294 3.371 2.981
H 3.844 1.834 -0.292
H 0.544 4.874 0.219
Br -3.229 -2.191 -0.654
H 3.454 3.111 1.686
H -3.757 1.324 1.050
C -3.812 2.164 0.370
H -0.350 -4.090 3.896
H -2.394 -5.334 3.132
H 3.179 -4.011 -0.196
H -0.322 3.311 2.842
H 1.003 0.154 -4.818
H 2.783 1.729 2.565
C -1.816 1.312 -0.795
C -0.948 -3.749 3.062
C -2.076 -4.432 2.625
H -3.982 5.168 -2.054
C -2.358 -2.820 0.897
H 1.649 -3.508 0.545
H -0.156 -4.436 -2.785
C 3.074 -1.916 0.264
C 3.654 0.783 -0.130
C 0.266 -0.357 -2.889
C 0.658 -4.063 -2.159
C 0.310 0.538 -4.075
O 0.408 -0.541 2.093
H 0.305 3.690 -1.075
H -5.569 2.985 1.274
*
```

As for the energy above the lowest of the compared OMol25 structures with the same formula, charge and spin: 25.9 kcal/mol. The HOMO energy is -0.5171 Eh. The value obtained for the LUMO energy is -8.2 eV.

Atomic partial charges in e from the Löwdin method, atoms 1 to 2: number 1, C, carries -0.4938; number 2, C, carries -0.1489

---

2.
The following is a quantum chemistry calculation of a 12-piece molecular cluster, C33H90O15 overall in a non-equilibrium geometry, from the Open Molecules 2025 dataset.

The geometry in ORCA input format:
```
! wB97M-V def2-TZVPD RIJCOSX def2/J DEFGRID3
* xyz 0 1
H 5.044 -0.599 -3.389
C -3.447 -3.773 -2.210
H 0.604 -3.675 3.224
H -1.913 -0.783 1.991
H 2.842 -4.761 -2.664
H 0.273 -2.106 -6.319
C 4.484 1.664 -2.547
H -5.284 0.749 -0.375
H 4.744 3.292 -3.334
H 3.887 3.136 2.153
H -0.025 4.432 0.403
H 0.545 3.513 1.762
H -3.589 0.625 0.177
H 2.692 3.270 4.569
H 0.622 3.090 -1.465
H 1.266 2.436 3.957
H -3.130 3.264 1.460
O 4.396 1.124 3.768
H 2.552 0.532 3.232
O 5.371 2.604 -3.099
H 2.196 -3.742 -4.611
C -0.951 6.725 2.226
H -1.576 -4.030 -3.393
H -1.095 -1.276 -5.596
H 3.920 2.197 -1.782
H 1.069 -5.063 2.248
C 1.404 -4.092 2.613
H 1.940 -1.053 0.214
C -1.700 0.275 4.871
H 6.160 0.910 -1.247
H -0.212 0.487 6.377
H -0.020 -2.166 4.832
C 3.190 -2.226 -3.335
C 3.119 1.457 3.332
H 0.348 0.410 -4.227
C 0.374 -0.371 -0.743
H -4.959 -3.497 1.922
C -2.212 -3.218 2.679
H 3.270 -3.281 -0.286
H -1.878 4.570 -1.602
C -0.082 0.551 0.375
H -5.697 2.500 1.431
C 0.312 4.527 1.435
H 3.959 -3.742 1.269
H -1.937 1.814 -3.813
O -1.157 1.793 -3.254
H -1.305 6.962 1.223
H 0.742 -0.620 4.264
H 1.153 -1.351 5.756
C -4.824 1.848 1.408
O 5.782 -0.393 -2.810
H -0.872 -1.215 -7.342
H -1.069 3.659 -3.942
H 2.546 -0.920 -4.697
C 2.283 2.291 4.321
H 2.173 1.754 5.264
H -1.153 0.673 4.016
H -3.061 -5.839 -2.135
H -3.764 2.996 3.014
H 0.612 -0.584 1.878
C 0.508 0.039 -6.093
H -2.784 1.710 2.283
H 1.082 -2.776 -3.743
H 2.501 2.197 1.431
O -0.206 -0.150 1.625
C 3.427 2.159 2.006
O 1.786 -0.507 -0.560
O 0.969 -0.111 -4.741
C 1.840 0.192 -6.864
H -2.379 1.040 5.246
H -4.434 -5.390 -1.080
C -0.676 5.248 2.398
H -1.187 -3.013 2.368
H 2.948 -1.669 -2.430
H 0.944 -3.179 0.715
C -3.441 -5.104 -1.426
C 5.313 0.560 -1.838
O -1.407 -1.166 6.829
H -1.121 0.804 0.164
H -2.141 -2.368 -3.292
H -1.740 7.101 2.877
H -2.920 3.534 -2.643
H -2.981 -2.513 0.804
H 0.017 1.008 -6.185
O 2.061 -1.960 1.822
H -4.312 0.207 2.223
H -4.360 -4.699 -3.688
H -5.090 -2.496 3.177
O -0.161 5.041 3.637
C -4.433 1.299 0.026
H 2.827 -2.004 2.399
H 5.052 1.777 3.512
H -2.150 -0.752 7.273
C -0.348 -1.212 -6.387
H 0.060 -0.047 -1.736
H -1.358 -3.125 -1.940
H 1.273 5.018 1.280
H -1.638 4.737 2.437
C 3.049 -3.756 0.670
H 0.483 1.482 0.417
H 2.458 -0.707 -6.872
H -1.990 2.829 -1.283
H -0.061 7.344 2.344
H -4.193 1.937 -0.825
H 4.125 -2.728 -3.087
C -3.539 2.471 2.086
H -5.235 -1.781 1.529
H 2.929 -4.813 0.436
C -1.999 3.590 -2.064
H 3.772 1.385 -3.324
H -2.814 -5.209 -0.540
H 2.392 1.002 -6.387
H 1.690 0.528 -7.889
H 2.225 -4.216 3.319
H 4.041 1.548 1.344
C -2.070 -3.307 -2.744
C 0.302 -1.161 5.102
H 4.673 0.007 -1.152
C 2.057 -3.254 -3.646
C -4.683 -2.472 2.167
O -2.824 -1.012 2.186
H 0.444 4.605 -2.278
H -2.352 -0.538 4.551
C -3.172 -2.338 1.863
O -5.064 0.794 2.327
H 0.702 5.456 3.703
H -0.082 -1.326 -0.481
C -0.748 -0.334 5.902
C -0.907 3.114 -3.013
O 2.054 -4.213 -2.646
C 0.474 3.529 -2.451
H 1.355 3.257 -3.032
C 1.789 -3.250 1.399
H -2.319 -3.149 3.761
H -3.776 -3.019 -1.494
H -2.388 -4.269 2.449
O -4.471 -3.868 -3.222
O 3.373 -1.344 -4.458
*
```

The SMILES is CC(C)O.CC(C)O.CC(C)O.CC(C)O.CC(C)O.CC(C)O.CC(C)O.CC(C)O.CC(C)O.OCCO.OCCO.OCCO. As for the energy above the lowest of the compared OMol25 structures with the same formula, charge and spin: 45.2 kcal/mol. The HOMO energy is -0.3420 Eh. The value obtained for the LUMO energy is 0.1 eV.

Atomic partial charges in e from the Löwdin method, atoms 1 to 2: number 1, H, carries 0.0289; number 2, C, carries -0.4606

---

3.
The following is a quantum chemistry calculation of C12H11N2SbSe4W as an isolated structure in a non-equilibrium geometry, from the Open Molecules 2025 dataset.

The geometry in ORCA input format:
```
! wB97M-V def2-TZVPD RIJCOSX def2/J DEFGRID3
* xyz 2 1
H 2.029 2.000 0.414
H 1.911 -1.576 -3.609
C 1.584 -1.509 -0.229
H 0.854 4.662 0.536
H -3.013 3.207 1.814
N 0.747 0.434 1.028
C 0.017 2.635 0.800
H 1.928 -1.112 1.867
C 1.950 -1.106 -1.510
N -1.247 2.181 1.236
C 0.021 4.029 0.807
Se -1.691 -1.394 2.310
Se -1.303 -0.231 -1.537
H 0.063 -4.428 -1.004
Sb -3.273 -1.432 0.085
Se -4.116 0.721 0.628
W -1.248 0.251 0.719
Se -3.882 -3.523 -0.646
H 2.513 -0.189 -1.656
H 0.737 -3.089 0.946
H -1.584 5.443 1.419
H 0.634 -3.675 -3.291
C -1.988 3.291 1.491
C 0.908 -2.705 -0.053
C 0.564 -3.481 -1.153
C 1.607 -1.883 -2.616
C 0.897 -3.065 -2.436
H 2.749 -0.002 0.753
C -1.241 4.433 1.262
C 1.028 1.699 0.708
C 1.845 -0.587 0.918
*
```

As for the energy above the lowest of the compared OMol25 structures with the same formula, charge and spin: 25.9 kcal/mol. The HOMO energy (alpha / beta) is -0.5681 / -0.5681 Eh. The value obtained for the LUMO energy (alpha / beta) is -10.2 / -10.2 eV.

Atomic partial charges in e from the Löwdin method, atoms 1 to 2: number 1, H, carries 0.1660; number 2, H, carries 0.1231

---

4.
The following is a quantum chemistry calculation of one molecule with the formula C18H20N2O4S, from the Open Molecules 2025 dataset.

The geometry in ORCA input format:
```
! wB97M-V def2-TZVPD RIJCOSX def2/J DEFGRID3
* xyz 0 1
H -0.109 1.632 2.108
C -0.254 -1.184 -1.214
H -2.503 2.050 -1.418
H -0.447 2.304 -2.749
H 4.846 -0.232 1.051
C 3.939 0.988 -0.386
C -0.117 -1.632 1.149
O -2.935 -1.170 -2.080
N 4.043 -0.182 0.446
C 1.120 -1.291 -1.305
O 4.144 -2.658 0.610
C 0.963 1.924 0.293
H -5.232 -0.519 -0.851
C 1.868 -1.556 -0.176
C -0.384 2.158 -1.681
H 1.868 -1.945 1.910
C -0.892 -1.349 0.018
H 4.904 1.291 -0.811
N -2.278 -1.242 0.132
O 2.120 1.886 1.015
H 3.273 3.048 -0.255
C -1.538 2.017 -0.936
C -3.180 -1.188 -0.899
C -4.574 -1.184 -0.295
H -0.838 -0.980 -2.095
S 3.641 -1.642 -0.265
H 3.279 0.707 -1.208
C -2.929 -1.260 1.433
H -0.577 -1.789 2.110
C 1.257 -1.726 1.049
H 1.742 2.254 -1.689
C -0.205 1.775 1.043
C -4.352 -0.774 1.153
H -4.405 0.311 1.246
H -5.075 -1.213 1.837
C -1.440 1.832 0.433
H 4.020 2.412 1.232
H -2.335 1.745 1.033
H 1.624 -1.183 -2.253
H -2.934 -2.279 1.837
C 3.352 2.171 0.400
H -4.973 -2.198 -0.374
C 0.863 2.122 -1.078
H -2.404 -0.603 2.129
O 4.044 -1.649 -1.645
*
```

The SMILES is O=C1CCCN1c1ccc(S(=O)(=O)NCCOc2ccccc2)cc1. As for the energy above the lowest of the compared OMol25 structures with the same formula, charge and spin: 32.3 kcal/mol. The HOMO energy is -0.3180 Eh. The value obtained for the LUMO energy is 0.6 eV.

Atomic partial charges in e from the Löwdin method, atoms 1 to 2: number 1, H, carries 0.1216; number 2, C, carries 0.0109

---

Question: Look up the energy above the lowest of the compared OMol25 structures with the same formula, charge and spin of the first one.
Answer: 25.9 kcal/mol